# 1
{
  "formula": "C43H40ClNO5PRu",
  "method": "wB97M-V/def2-TZVPD",
  "symbols": ["Ru", "O", "C", "C", "C", "C", "C", "C", "C", "C", "C", "O", "C", "C", "C", "C", "C", "C", "C", "C", "C", "C", "C", "C", "N", "C", "C", "C", "C", "C", "C", "C", "C", "C", "C", "C", "C", "H", "H", "H", "H", "H", "H", "H", "H", "H", "H", "H", "H", "H", "H", "H", "H", "H", "H", "H", "H", "H", "H", "H", "H", "H", "H", "H", "Cl", "C", "C", "C", "C", "O", "C", "C", "O", "C", "H", "H", "H", "H", "C", "P", "C", "C", "O", "H", "H", "H", "H", "H", "H", "H", "H", "H"],
  "coordinates": [[-0.050, 0.793, 0.308], [1.205, 0.212, -1.057], [1.279, 0.802, -2.364], [1.235, 2.346, -2.196], [-0.008, 2.956, -1.631], [-0.417, 4.167, -2.161], [-1.527, 4.801, -1.639], [-2.130, 4.262, -0.498], [-1.571, 3.133, 0.134], [-2.123, 2.880, 1.529], [-2.444, 1.460, 1.940], [-1.194, 0.744, 1.973], [-3.418, 0.683, 1.014], [-4.228, 1.257, 0.017], [-5.007, 0.446, -0.787], [-4.965, -0.921, -0.771], [-4.248, -1.523, 0.275], [-3.464, -0.739, 1.132], [-2.925, 1.348, 3.366], [-4.303, 1.121, 3.618], [-4.798, 1.083, 4.907], [-3.937, 1.286, 5.982], [-2.605, 1.524, 5.758], [-2.128, 1.588, 4.461], [-0.583, 2.433, -0.491], [2.681, 0.382, -2.888], [2.991, -0.942, -2.994], [4.318, -1.394, -3.155], [5.314, -0.421, -3.350], [5.043, 0.929, -3.287], [3.734, 1.347, -3.011], [0.217, 0.195, -3.323], [-0.275, 0.913, -4.445], [-1.254, 0.428, -5.263], [-1.777, -0.821, -5.039], [-1.325, -1.584, -3.956], [-0.326, -1.077, -3.106], [1.422, 2.858, -3.157], [2.037, 2.581, -1.458], [0.210, 4.591, -2.951], [-1.925, 5.643, -2.178], [-2.950, 4.777, 0.076], [-2.907, 3.629, 1.612], [-1.332, 3.180, 2.225], [-4.329, 2.350, -0.055], [-5.632, 0.922, -1.507], [-5.474, -1.437, -1.572], [-4.314, -2.611, 0.404], [-2.856, -1.221, 1.896], [-5.036, 1.150, 2.822], [-5.892, 0.899, 5.001], [-4.352, 1.341, 7.024], [-1.934, 1.810, 6.556], [-1.076, 1.818, 4.304], [2.204, -1.764, -2.995], [4.503, -2.482, -3.170], [6.344, -0.703, -3.564], [5.724, 1.715, -3.594], [3.519, 2.364, -2.876], [0.185, 1.856, -4.671], [-1.723, 1.051, -6.042], [-2.611, -1.179, -5.646], [-1.735, -2.581, -3.703], [0.071, -1.734, -2.293], [2.492, 0.171, 6.921], [2.080, 0.533, 5.325], [2.358, 1.815, 4.828], [2.144, 2.196, 3.533], [1.694, 1.245, 2.593], [1.665, 1.521, 1.295], [1.422, -0.096, 3.074], [1.080, -1.145, 2.218], [0.642, -1.088, 1.029], [1.601, -0.426, 4.447], [2.723, 2.575, 5.516], [2.361, 3.191, 3.217], [1.322, -2.150, 2.617], [1.339, -1.447, 4.779], [4.127, -5.885, 0.022], [3.164, -5.222, -1.322], [1.430, -5.921, -1.361], [2.852, -3.547, -0.668], [3.840, -5.473, -2.647], [3.617, -5.736, 1.008], [5.107, -5.428, 0.036], [4.333, -6.923, -0.151], [1.310, -6.479, -2.294], [0.686, -5.085, -1.354], [1.172, -6.510, -0.522], [2.447, -3.648, 0.348], [2.081, -3.031, -1.275], [3.781, -2.927, -0.701]],
  "mulliken_spin": [3.08, 0.11, -0.01, 0.04, 0.13, -0.01, 0.03, -0.02, 0.13, -0.01, -0.01, 0.15, 0.04, -0.01, 0.00, 0.00, -0.01, -0.01, 0.00, 0.00, 0.00, 0.00, 0.00, 0.01, -0.06, 0.03, -0.01, 0.00, 0.00, 0.00, 0.00, 0.01, -0.01, 0.00, 0.00, 0.01, -0.03, 0.00, -0.01, 0.00, 0.00, 0.00, 0.00, -0.01, 0.00, 0.00, 0.00, 0.00, 0.00, 0.00, 0.00, 0.00, 0.00, 0.00, 0.00, 0.00, 0.00, 0.00, 0.00, 0.00, 0.00, 0.00, 0.00, -0.01, 0.01, 0.03, -0.01, 0.06, -0.01, 0.36, 0.04, -0.04, 0.05, -0.02, 0.00, 0.00, 0.00, 0.00, 0.00, 0.00, 0.00, 0.00, 0.00, 0.00, 0.00, 0.00, 0.00, 0.00, 0.00, 0.00, 0.00, 0.00],
  "relative_energy_kj_mol": 0.0,
  "s2": 6.0264,
  "homo_ev": [-11.1, -11.1],
  "charge": 1,
  "fmax_ha_per_bohr": 0.108,
  "gap_ev": [7.474, 5.487],
  "spin_multiplicity": 5
}

=====

# 2
{
  "formula": "C43H41Br3Cl2F3LuN6O4P",
  "method": "wB97M-V/def2-TZVPD",
  "symbols": ["Lu", "Br", "C", "Br", "H", "H", "C", "C", "C", "C", "C", "C", "N", "N", "C", "C", "C", "C", "C", "N", "H", "H", "H", "H", "H", "H", "H", "H", "H", "Br", "C", "C", "C", "C", "C", "C", "N", "N", "C", "C", "C", "C", "O", "C", "N", "C", "C", "C", "C", "H", "H", "H", "H", "H", "H", "H", "H", "H", "F", "C", "F", "F", "C", "C", "C", "C", "C", "C", "C", "C", "H", "H", "H", "H", "C", "C", "O", "P", "O", "C", "C", "O", "C", "C", "H", "H", "H", "H", "H", "H", "H", "H", "H", "H", "H", "H", "H", "H", "H", "Cl", "C", "Cl", "H", "H"],
  "coordinates": [[-0.267, 0.195, -0.164], [-1.002, -2.475, 3.223], [-2.827, -1.892, 3.257], [-2.908, 0.023, 2.895], [-3.238, -2.059, 4.283], [-3.302, -2.455, 2.478], [-4.063, -0.208, -4.653], [-4.092, 0.201, -3.353], [-2.877, 0.526, -2.680], [-1.666, 0.270, -3.339], [-1.659, -0.244, -4.664], [-2.862, -0.467, -5.275], [-0.430, 0.578, -2.685], [0.468, 0.927, -3.414], [1.723, 1.182, -2.728], [2.771, 1.576, -3.538], [3.917, 2.095, -2.902], [3.935, 2.194, -1.512], [2.834, 1.779, -0.820], [1.752, 1.299, -1.427], [-5.002, -0.402, -5.226], [-5.028, 0.387, -2.875], [-2.835, 0.970, -1.700], [-0.796, -0.387, -5.237], [-2.922, -0.874, -6.280], [2.635, 1.405, -4.606], [4.816, 2.406, -3.444], [4.896, 2.560, -1.055], [2.695, 1.791, 0.239], [5.149, 4.898, 1.795], [3.605, 5.287, 2.732], [3.737, 5.307, 4.075], [2.609, 5.517, 4.802], [1.335, 5.478, 4.211], [1.274, 5.600, 2.816], [2.430, 5.449, 2.087], [0.180, 5.589, 5.131], [-0.858, 4.918, 4.966], [-0.958, 4.088, 3.733], [-2.001, 4.320, 2.901], [-2.207, 3.576, 1.697], [-1.364, 2.624, 1.311], [-1.359, 1.980, 0.163], [-0.283, 2.277, 2.260], [0.377, 1.127, 1.927], [1.242, 0.620, 2.809], [1.553, 1.281, 3.998], [0.829, 2.358, 4.430], [-0.083, 2.962, 3.489], [4.687, 5.257, 4.552], [2.618, 5.562, 5.915], [0.328, 5.761, 2.402], [2.470, 5.725, 0.989], [-2.659, 5.101, 3.220], [-3.000, 3.911, 1.043], [1.660, -0.350, 2.445], [2.294, 0.789, 4.618], [0.943, 2.845, 5.385], [-7.517, -4.375, -3.745], [-7.794, -3.570, -2.674], [-8.393, -2.466, -3.158], [-8.689, -4.198, -1.928], [-6.479, -3.240, -2.063], [-6.511, -2.480, -0.888], [-5.315, -1.960, -0.445], [-4.073, -2.293, -1.023], [-4.082, -3.116, -2.158], [-5.240, -3.578, -2.677], [-2.843, -1.892, -0.453], [-1.697, -1.488, -0.216], [-7.470, -2.276, -0.432], [-5.356, -1.374, 0.460], [-3.170, -3.500, -2.574], [-5.247, -4.332, -3.544], [4.410, -0.664, 2.942], [4.580, -1.071, 1.500], [3.423, -0.720, 0.750], [2.241, -1.557, 0.018], [2.104, -2.909, 0.985], [1.089, -3.912, 0.760], [1.277, -5.060, 1.749], [2.841, -2.074, -1.348], [4.241, -2.381, -1.679], [4.833, -1.287, -2.485], [5.355, -0.878, 3.506], [3.519, -1.181, 3.325], [4.333, 0.429, 2.974], [4.783, -2.183, 1.414], [5.498, -0.583, 1.058], [1.193, -4.260, -0.289], [0.100, -3.366, 0.838], [2.271, -5.467, 1.710], [0.588, -5.904, 1.494], [1.064, -4.661, 2.770], [4.152, -3.248, -2.305], [4.723, -2.680, -0.778], [4.135, -0.971, -3.261], [5.702, -1.721, -2.936], [5.108, -0.377, -1.989], [-1.571, -3.809, -4.859], [-0.580, -3.234, -3.408], [0.775, -2.118, -3.859], [-0.269, -4.145, -2.958], [-1.254, -2.625, -2.820]],
  "mulliken_charge": [2.09, -0.05, -0.46, -0.03, 0.43, 0.20, -0.50, -0.65, -0.38, -0.12, -0.55, -0.55, 1.12, -0.78, 0.06, -0.55, -0.49, -0.93, -0.68, 0.15, 0.37, 0.47, 0.57, 0.65, 0.40, 0.53, 0.40, 0.41, 0.96, -0.17, 0.37, -0.66, -0.28, 0.00, -0.30, -0.52, -0.31, -0.58, -0.15, -0.56, -0.80, 0.40, -0.87, -0.03, 0.50, 0.02, -1.18, -0.99, 1.00, 0.51, 0.40, 0.65, 0.42, 0.48, 0.52, 0.00, 0.55, 0.68, -0.29, 0.88, -0.25, -0.25, 0.37, -1.32, -0.20, 1.20, -0.06, -0.94, -0.67, -0.22, 0.43, 0.58, 0.27, 0.35, -1.09, -0.29, 0.35, -0.51, -0.19, 0.50, -1.36, -0.11, -0.21, -1.02, 0.49, 0.17, 0.24, 0.25, 0.30, 0.16, -0.20, 0.39, 0.35, 0.24, 0.40, 0.29, 0.19, 0.53, 0.18, -0.17, 0.57, -0.12, 0.52, -0.85],
  "relative_energy_kj_mol": 0.0,
  "homo_ev": -10.3,
  "charge": 1,
  "fmax_ha_per_bohr": 0.065,
  "gap_ev": 6.492
}